Below is C56H70BrN6O10P4TeTl as an isolated structure in a non-equilibrium geometry, with properties calculated with the ωB97M-V functional and the def2-TZVPD basis.

Properties
Orbital gap ... 6.43 eV
F_max ... 1.804 eV/Å
Total energy ... -207810.4283 eV
HOMO energy ... -6.604 eV
Energy above the lowest of the compared OMol25 structures with the same formula, charge and spin ... 15.7 kcal/mol
E_LUMO ... -0.17 eV

Each line ends with the Mulliken charge.
Positions of all 149 atoms, in Å:
Tl (0.361331, -0.410163, 1.399937)  2.8462
C (-4.872281, -1.359008, 1.444977)  -1.1727
C (-4.548845, -0.540403, 2.688011)  0.4862
C (-3.360834, -1.111523, 3.443859)  -0.3314
O (-4.332789, 0.841534, 2.346265)  -0.2828
P (-3.291947, 1.284322, 1.218398)  -0.8926
O (-2.199127, 0.356954, 0.936312)  0.5398
C (-2.838423, 2.951134, 1.831355)  0.2600
P (-1.427694, 2.667429, 2.981217)  -1.7254
O (-0.299708, 1.979120, 2.364455)  -0.1185
O (-1.114503, 4.122555, 3.590612)  -0.3636
C (-0.039167, 4.999809, 3.240306)  0.5824
C (1.316899, 4.309500, 3.236153)  -1.0681
C (-0.328017, 5.695341, 1.915452)  -1.5764
O (-2.058265, 1.911803, 4.206419)  -0.0039
C (-2.720766, 2.582344, 5.288758)  0.7054
C (-4.067964, 1.915735, 5.533268)  -1.1407
C (-1.796430, 2.523770, 6.496886)  -1.4645
O (-4.098381, 1.449845, -0.150541)  -0.3871
C (-5.191139, 2.260175, -0.571714)  0.4430
C (-4.679191, 3.558923, -1.185166)  -1.2327
C (-6.198829, 2.518829, 0.535139)  -1.3028
H (-5.078243, -2.389797, 1.722511)  0.5128
H (-4.022067, -1.334165, 0.766524)  0.0843
H (-5.742864, -0.952321, 0.932302)  0.2983
H (-5.426008, -0.498797, 3.351278)  0.3279
H (-2.481014, -1.094245, 2.810015)  -0.3569
H (-3.569810, -2.134388, 3.748087)  0.6985
H (-3.126334, -0.515137, 4.319943)  -0.3848
H (-3.673143, 3.425901, 2.343203)  0.7930
H (-2.511360, 3.568185, 0.997879)  0.0142
H (-0.069055, 5.736755, 4.055577)  0.3130
H (1.414901, 3.650322, 2.380000)  -0.0284
H (1.427742, 3.706432, 4.132717)  0.3392
H (2.101862, 5.061722, 3.215060)  0.5334
H (-0.275219, 4.973385, 1.104963)  0.3794
H (0.406256, 6.477036, 1.737053)  0.5208
H (-1.317926, 6.147956, 1.932950)  0.3021
H (-2.885174, 3.628133, 5.011147)  0.2881
H (-3.923065, 0.901013, 5.892394)  0.3002
H (-4.633912, 1.880396, 4.605372)  0.0247
H (-4.631930, 2.476703, 6.275457)  0.5130
H (-1.485830, 1.495534, 6.661196)  0.2660
H (-2.291867, 2.903086, 7.387319)  0.4673
H (-0.910998, 3.122611, 6.298406)  0.2812
H (-5.661806, 1.663010, -1.362940)  0.4285
H (-4.307777, 4.225434, -0.411631)  0.2069
H (-5.484758, 4.055432, -1.719295)  0.5230
H (-3.872936, 3.346435, -1.882243)  0.2262
H (-5.748439, 3.119785, 1.319505)  0.2665
H (-6.531891, 1.581258, 0.968302)  0.2081
H (-7.057782, 3.047703, 0.131826)  0.5019
Te (1.448100, -2.048160, -4.089531)  0.0733
C (1.446631, -4.199252, -4.064566)  0.1800
C (2.534311, -4.919030, -3.592055)  -0.2551
C (2.430461, -6.300124, -3.516064)  -0.4239
N (1.351980, -6.971886, -3.880579)  -0.6773
C (0.318304, -6.282998, -4.329741)  -0.4339
C (0.310266, -4.901348, -4.439484)  -0.1706
C (1.185740, -2.140923, -1.954118)  -0.7810
P (-0.479406, -1.907550, -1.256563)  2.0389
C (-1.645401, -2.254995, -2.628244)  0.7645
C (-1.745079, -1.339725, -3.678468)  0.1709
C (-2.723638, -1.458117, -4.648094)  -1.0794
C (-3.651397, -2.486349, -4.575612)  -0.7443
C (-3.583230, -3.385990, -3.524256)  -0.8330
C (-2.597326, -3.270335, -2.560605)  -1.1712
C (-0.674137, -3.480030, -0.323504)  1.0210
C (-1.269942, -3.428217, 0.930992)  -0.7164
C (-1.466511, -4.586739, 1.662855)  -0.2378
C (-1.098123, -5.811190, 1.134018)  -1.0483
C (-0.538530, -5.872796, -0.133523)  -0.3719
C (-0.322074, -4.716352, -0.857169)  0.3897
P (2.533832, -1.623676, -0.983127)  2.2208
C (2.712795, -2.825845, 0.361835)  0.9901
C (2.586606, -4.146869, -0.063985)  0.0697
C (2.763342, -5.190915, 0.819717)  -0.5419
C (3.088284, -4.926194, 2.140795)  -1.1262
C (3.222583, -3.616483, 2.565703)  -0.4793
C (3.032480, -2.560697, 1.687692)  -1.1539
C (4.069063, -1.722279, -1.972650)  1.2860
C (5.106616, -2.559068, -1.588628)  -0.9612
C (6.341421, -2.483561, -2.214576)  -0.9029
C (6.554741, -1.571035, -3.232337)  -0.8589
C (5.519154, -0.744016, -3.636175)  -0.5117
C (4.292165, -0.806136, -3.000465)  -0.8655
H (3.440580, -4.418552, -3.280552)  0.5117
H (3.245674, -6.899259, -3.131536)  0.4427
H (-0.557072, -6.861617, -4.593312)  0.4206
H (-0.570244, -4.380448, -4.784985)  0.4005
H (-1.063181, -0.499219, -3.729045)  -0.1151
H (-2.775959, -0.736244, -5.452339)  0.4961
H (-4.426939, -2.578867, -5.322509)  0.4024
H (-4.314334, -4.179927, -3.447134)  0.4825
H (-2.572242, -3.981295, -1.749095)  0.4238
H (-1.596347, -2.474980, 1.322535)  -0.2287
H (-1.899727, -4.529229, 2.650140)  0.4312
H (-1.257447, -6.721284, 1.696708)  0.3702
H (-0.272733, -6.827896, -0.564032)  0.5218
H (0.097958, -4.776247, -1.851797)  -0.5785
H (2.348626, -4.343289, -1.099404)  -0.3137
H (2.649469, -6.206675, 0.470086)  0.4978
H (3.247219, -5.740204, 2.833699)  0.3659
H (3.468618, -3.409176, 3.595614)  0.4647
H (3.130969, -1.548758, 2.049941)  0.4577
H (4.948587, -3.261858, -0.784277)  0.4865
H (7.145408, -3.127253, -1.889346)  0.4547
H (7.521762, -1.490708, -3.705694)  0.3899
H (5.674250, -0.032329, -4.433629)  0.5630
H (3.513581, -0.113816, -3.295041)  0.0918
O (-0.215416, -0.903019, 3.995067)  -0.2966
N (0.117473, -2.100481, 4.084115)  -0.1866
O (0.550389, -2.664974, 3.058482)  -0.0462
Br (6.663773, 3.121949, -2.935932)  -0.1822
C (5.953721, 2.940664, -1.180585)  -0.2266
C (6.366052, 3.809543, -0.183005)  -0.3429
C (5.839144, 3.660805, 1.091313)  -0.8899
C (4.899776, 2.681676, 1.351074)  -0.8943
C (4.484888, 1.819244, 0.335933)  0.6431
C (5.035886, 1.938295, -0.937334)  0.1559
C (3.471928, 0.773189, 0.666532)  -0.2188
O (2.825590, 0.823686, 1.697518)  -0.6100
O (3.392185, -0.181124, -0.229632)  -0.0994
H (7.091829, 4.581928, -0.389979)  0.4311
H (6.173550, 4.318567, 1.879981)  0.4302
H (4.473110, 2.563673, 2.334717)  0.5698
H (4.756659, 1.251756, -1.719985)  0.2637
C (-1.008512, 1.844368, -1.755453)  0.1650
N (0.336120, 1.585181, -1.260900)  1.4082
C (0.772793, 2.751656, -0.506947)  -0.2494
N (0.766919, 3.965576, -1.323588)  0.4199
C (-0.582910, 4.168684, -1.837614)  -0.7207
N (-1.056177, 3.029465, -2.613974)  0.2615
C (-0.125830, 2.831982, -3.722772)  -0.8372
N (1.239813, 2.596053, -3.263639)  0.1547
C (1.222984, 1.422983, -2.397852)  0.1153
C (1.656065, 3.740748, -2.459281)  -0.7562
H (-1.674648, 1.982828, -0.903278)  -0.3768
H (-1.359694, 0.978961, -2.319092)  -0.6548
H (1.787918, 2.588545, -0.136667)  -0.1529
H (0.105839, 2.872320, 0.345780)  -0.2648
H (-0.588064, 5.057983, -2.475953)  0.4472
H (-1.267062, 4.338422, -0.999609)  0.0293
H (-0.132873, 3.725313, -4.354485)  0.3937
H (-0.454956, 1.975727, -4.319430)  0.3540
H (2.234475, 1.243121, -2.026481)  -0.0950
H (0.893599, 0.562417, -2.988648)  -0.6975
H (1.659952, 4.631111, -3.094039)  0.3808
H (2.669668, 3.565790, -2.084083)  0.2285

Cartesian forces, eV/Å:
Tl 0.0009 -0.1152 0.3298
C -0.0813 0.2839 0.1552
C -0.3184 -0.9416 0.3095
C -0.1263 0.3129 -0.0971
O 0.5957 0.7205 -0.5525
P -1.5942 0.4913 -0.3160
O 0.3938 -0.1449 0.1479
C 0.6542 -1.0572 0.1733
P -0.4792 1.2744 0.6263
O 0.2714 -0.0533 -0.1775
O -0.5281 -1.0676 -0.2179
C 0.5289 0.6944 -0.1087
C -0.2866 0.0058 0.0994
C -0.1357 -0.1493 0.4146
O 0.2027 -0.0701 -0.5057
C -0.4447 0.2863 0.8048
C 0.3374 0.0847 -0.2113
C -0.0822 0.0517 -0.3717
O 0.6185 -0.1951 0.5269
C -0.5281 0.4665 -0.2422
C 0.0568 -0.4428 0.0661
C 0.1602 -0.2808 -0.1864
H -0.0004 -0.0802 0.0206
H 0.0344 -0.1458 -0.1047
H -0.0670 -0.0161 -0.0718
H 0.1874 -0.0117 -0.1924
H 0.0866 -0.1137 0.0282
H -0.0237 -0.0898 0.0287
H 0.0207 -0.0283 0.0871
H -0.0260 -0.0315 0.0497
H 0.1084 0.0567 -0.0692
H 0.0644 -0.1140 -0.2216
H 0.1023 -0.0414 -0.0814
H 0.1005 -0.0695 0.1243
H 0.0654 0.0848 -0.0241
H 0.0748 -0.0339 -0.2192
H 0.0871 0.0075 -0.0745
H -0.0781 0.0537 -0.0208
H 0.0002 -0.0847 0.0022
H -0.0259 -0.1418 0.0695
H -0.1084 -0.0251 -0.0290
H 0.0005 0.0440 0.0690
H 0.0059 -0.1279 0.0612
H -0.0667 0.0465 0.0568
H 0.1194 0.0366 0.0666
H 0.0519 0.0931 0.1557
H 0.0351 0.1762 0.1190
H -0.0772 0.0959 -0.0256
H 0.1112 0.0198 -0.1371
H -0.0300 0.1385 0.1602
H -0.1069 -0.0697 0.1039
H -0.0696 0.0898 -0.0331
Te 0.0545 -0.9995 0.3818
C -0.0946 0.4382 -0.1943
C 0.0876 0.1271 -0.0396
C 0.2287 0.1737 0.1296
N -0.0737 -0.5558 0.0983
C -0.2573 0.1201 -0.0835
C 0.0108 0.2079 -0.0821
C 0.8626 1.5834 0.0612
P -0.4286 -0.7346 0.0003
C -0.1376 0.1760 -0.0597
C -0.1380 0.1399 0.0987
C -0.0532 0.0606 -0.0652
C 0.0271 -0.0595 0.0122
C -0.2163 -0.0238 -0.1787
C 0.1703 -0.0256 0.0753
C -0.1580 0.2897 0.0613
C 0.0452 0.0145 -0.3206
C -0.0968 -0.1664 0.1388
C -0.0962 0.0518 0.0794
C 0.0569 -0.0982 -0.1897
C -0.0482 -0.0733 0.0669
P 0.7484 -0.9205 -0.2466
C -0.0946 0.2864 -0.0805
C -0.0747 -0.0398 -0.0812
C 0.0932 -0.0633 0.0226
C 0.0774 0.0450 -0.0519
C 0.1316 0.0284 0.0522
C 0.1835 -0.0200 -0.1430
C -0.0507 0.0016 -0.0808
C -0.2628 -0.0856 0.0736
C 0.1749 0.0132 -0.0680
C -0.0042 -0.1098 0.0149
C -0.1134 0.1066 0.0133
C 0.0982 0.0756 0.0079
H 0.0826 0.0292 0.0099
H 0.1612 0.0336 0.0045
H -0.1086 -0.0038 -0.0896
H -0.1163 0.0133 -0.0387
H -0.0383 -0.0955 -0.0342
H 0.0163 0.0296 -0.0293
H -0.0372 0.0029 -0.0551
H -0.0058 -0.0460 0.0067
H -0.0219 -0.0308 0.0461
H 0.0134 0.0403 0.1161
H -0.0169 0.0193 0.0967
H 0.0077 -0.0059 0.0560
H 0.0448 -0.1018 -0.0349
H 0.0805 0.0192 -0.0165
H -0.0403 -0.0750 0.0460
H -0.0070 -0.0930 -0.0033
H -0.0517 -0.0286 0.0649
H -0.0481 0.0460 0.0910
H -0.0318 0.1203 -0.0186
H 0.0805 -0.0629 0.0844
H 0.0444 -0.0735 0.0286
H 0.0864 -0.0507 -0.0462
H 0.0010 0.0885 -0.0373
H 0.0442 -0.0150 -0.0059
O 0.1452 0.1314 -0.7343
N 0.0785 -0.7088 0.5132
O -0.3358 0.7733 0.2723
Br -0.0322 0.0017 0.1093
C 0.1179 0.1089 -0.1324
C -0.0147 -0.0835 -0.0556
C 0.0558 0.0550 -0.0496
C -0.2143 -0.1752 -0.1184
C 0.3574 0.3149 0.0291
C -0.1546 -0.0674 0.1733
C -0.5897 -0.1875 0.6213
O 0.3380 0.0849 -0.1240
O -0.3351 -0.1646 -0.6210
H 0.0307 0.0126 -0.0575
H -0.0134 0.0449 0.0661
H -0.0547 -0.0143 0.0959
H -0.0410 -0.0518 -0.0496
C -0.1897 -0.1046 0.0149
N 0.0429 -0.2470 0.1605
C 0.0133 0.1227 0.0952
N 0.0832 0.2409 0.1887
C -0.0413 0.2027 -0.0172
N -0.2897 0.0332 -0.0769
C -0.0418 0.0408 -0.2210
N 0.1539 -0.0351 -0.2242
C 0.1117 -0.1359 -0.1388
C 0.1826 0.2009 -0.0717
H 0.0356 -0.0002 -0.0928
H -0.0351 0.0372 0.0685
H -0.0493 0.0141 0.0592
H 0.0687 0.0187 0.0211
H -0.0192 -0.0197 0.0585
H 0.0101 -0.0146 -0.0014
H -0.0291 -0.0632 -0.0053
H 0.0087 0.0342 0.0237
H 0.0181 -0.0409 -0.0522
H 0.0452 0.0266 0.0553
H 0.0416 -0.0054 0.0378
H -0.0410 0.0237 -0.0492